{
  "formula": "C3H4O3S",
  "method": "the ωB97M-V functional and the def2-TZVPD basis",
  "de_lowest_ev": 4.7350,
  "energy_ha": -740.4856,
  "gap_ev": 8.06,
  "smiles": "CC(=S)C(=O)OO",
  "charge": 0,
  "elements": ["C", "C", "C", "O", "O", "O", "S", "H", "H", "H", "H"],
  "xyz": [[-0.91378, 0.93210, 0.14213], [0.35170, 1.71132, -0.03644], [-0.77828, -0.56371, 0.02754], [0.45772, 2.88273, -0.07893], [2.60880, 1.52431, -0.11240], [1.39116, 0.84442, -0.08241], [-2.34920, 1.62282, 0.27063], [-0.12715, -1.06851, 0.61443], [-1.64304, -1.13550, 0.05388], [-0.51222, -0.88005, -0.92637], [2.52930, 2.33647, 0.30675]]
}



{
  "formula": "C21H36F2NO5PSi",
  "method": "the ωB97M-V functional and the def2-TZVPD basis",
  "energy_ha": -2083.2793,
  "gap_ev": 9.75,
  "smiles": "C[Si](C)(CCCCCCCC[PH3]N(C(=O)F)C(=O)F)c1ccccc1.COC(=O)OC",
  "charge": 0,
  "elements": ["C", "Si", "C", "C", "C", "C", "C", "C", "C", "C", "C", "P", "N", "C", "O", "F", "C", "O", "F", "C", "C", "C", "C", "C", "C", "H", "H", "H", "H", "H", "H", "H", "H", "H", "H", "H", "H", "H", "H", "H", "H", "H", "H", "H", "H", "H", "H", "H", "H", "H", "H", "H", "H", "H", "H", "C", "O", "C", "O", "O", "C", "H", "H", "H", "H", "H", "H"],
  "xyz": [[-6.14472, -0.25781, -1.54834], [-4.55601, -1.24130, -1.22188], [-3.31758, -0.00368, -0.44980], [-4.83756, -2.61464, 0.04137], [-3.52065, -3.37466, 0.46203], [-3.32429, -3.38989, 1.99860], [-1.84992, -3.36767, 2.46943], [-1.06357, -2.09448, 2.04128], [-1.06936, -0.99110, 3.12430], [-0.24928, 0.30663, 2.74893], [0.17725, 0.38545, 1.26459], [0.87299, 2.08946, 0.76940], [1.50470, 3.73308, 0.12377], [2.61688, 4.20628, 0.86906], [2.45237, 4.98235, 1.76292], [3.85302, 3.73120, 0.59745], [1.82841, 3.52895, -1.25017], [1.25046, 4.03930, -2.16068], [2.83032, 2.64670, -1.56812], [-3.70620, -1.84410, -2.80977], [-3.10802, -0.86406, -3.60395], [-2.42430, -1.17187, -4.76491], [-2.34188, -2.50820, -5.14789], [-2.93911, -3.47480, -4.37423], [-3.62485, -3.17551, -3.20349], [-6.53893, -0.35372, -2.56646], [-6.90722, -0.63795, -0.84553], [-5.97833, 0.79554, -1.27876], [-3.28591, 0.89617, -1.08532], [-2.32659, -0.46998, -0.58149], [-3.53755, 0.22848, 0.59879], [-5.54450, -3.36177, -0.35173], [-5.26408, -2.13445, 0.93700], [-3.63794, -4.41398, 0.12102], [-2.64807, -2.98194, -0.08545], [-3.86378, -2.57427, 2.50725], [-3.76660, -4.32981, 2.36830], [-1.33529, -4.22610, 2.00301], [-1.78948, -3.51894, 3.55706], [-1.57807, -1.69700, 1.15746], [-0.03430, -2.37132, 1.77411], [-2.12537, -0.68687, 3.23696], [-0.76098, -1.37331, 4.10810], [-0.92502, 1.15816, 2.93898], [0.62657, 0.38012, 3.41137], [0.86233, -0.43659, 1.01089], [-0.72775, 0.24272, 0.65670], [2.17172, 1.52808, 0.68056], [0.31395, 2.71973, 1.90237], [0.05749, 2.04989, -0.39516], [-3.14774, 0.18634, -3.30922], [-1.95369, -0.36883, -5.33088], [-1.77766, -2.73808, -6.05032], [-2.85157, -4.52048, -4.67544], [-4.07273, -3.95852, -2.59347], [10.81168, 3.60644, 1.37227], [9.73474, 2.66974, 1.38161], [8.60811, 3.12725, 0.83115], [8.44948, 4.21858, 0.35337], [7.69133, 2.16293, 0.90431], [6.42278, 2.51704, 0.34784], [11.66358, 3.12181, 1.84249], [11.07959, 3.87464, 0.35123], [10.55313, 4.49590, 1.94517], [6.51908, 2.74140, -0.71381], [5.99563, 3.36048, 0.87920], [5.76428, 1.65984, 0.46475]]
}



{
  "formula": "Cl2NO",
  "method": "the ωB97M-V functional and the def2-TZVPD basis",
  "de_lowest_ev": 0.3133,
  "energy_ha": -1050.3616,
  "gap_ev": 4.03,
  "charge": -1,
  "elements": ["N", "O", "Cl", "Cl"],
  "xyz": [[0.47966, 0.85353, 0.20409], [0.85885, 1.69863, -0.51984], [-2.88679, -3.37804, -1.55377], [1.54828, 0.82587, 1.86951]]
}



{
  "formula": "C19H42N3O6",
  "method": "the ωB97M-V functional and the def2-TZVPD basis",
  "de_lowest_ev": 0.0000,
  "energy_ha": -1364.5704,
  "gap_ev": 8.93,
  "charge": 1,
  "elements": ["C", "C", "C", "O", "C", "C", "O", "N", "C", "N", "C", "C", "C", "C", "N", "C", "C", "C", "O", "H", "H", "H", "H", "H", "H", "H", "H", "H", "H", "H", "H", "H", "H", "H", "H", "H", "H", "H", "H", "H", "H", "H", "H", "C", "C", "O", "H", "H", "H", "H", "H", "H", "C", "C", "O", "H", "H", "H", "H", "H", "H", "C", "C", "O", "H", "H", "H", "H", "H", "H"],
  "xyz": [[-2.24865, -5.83259, -2.03796], [-0.95588, -5.01734, -2.21410], [-0.34655, -4.50966, -0.93614], [-1.13905, -3.53955, -0.19528], [-1.64456, -2.52854, -0.90669], [-2.96695, -2.37624, -1.24838], [-4.04563, -3.12597, -1.01092], [-3.04054, -1.19187, -1.96102], [-1.82171, -0.65916, -2.04691], [-0.95545, -1.42912, -1.39394], [0.48201, -1.19480, -1.22680], [0.85118, -0.14432, -0.16113], [-0.30139, 0.70001, 0.37820], [0.15050, 1.64673, 1.47633], [1.10688, 2.66762, 1.02402], [0.95685, 3.92407, 1.78504], [0.89774, 3.01143, -0.36344], [-0.30517, 3.82433, -0.77559], [1.68616, 2.66475, -1.18826], [-3.10562, -5.32456, -2.46520], [-2.43852, -6.10848, -1.00530], [-2.15552, -6.75726, -2.60116], [-0.19938, -5.67878, -2.63772], [-1.09727, -4.23099, -2.95647], [0.65577, -4.13309, -1.13712], [-0.23154, -5.34634, -0.25596], [-4.05745, -3.36122, -0.07427], [-3.89356, -0.81303, -2.34070], [-1.57367, 0.25941, -2.54214], [0.92201, -2.15019, -0.98308], [0.86897, -0.89638, -2.19611], [1.65691, 0.47227, -0.54216], [1.25252, -0.67439, 0.70031], [-1.01363, 0.00993, 0.83607], [-0.86449, 1.20347, -0.40493], [-0.73395, 2.05457, 1.97517], [0.65949, 1.03804, 2.22489], [1.59894, 3.96534, 2.65942], [-0.07829, 4.08420, 2.09789], [1.20104, 4.77794, 1.16060], [-1.24349, 3.41013, -0.41343], [-0.23876, 4.84926, -0.42496], [-0.32696, 3.85750, -1.85869], [2.78215, 7.43257, 2.78524], [2.42825, 8.16514, 1.50605], [1.26108, 7.60614, 0.89928], [2.95137, 6.37542, 2.57616], [3.67820, 7.84505, 3.24978], [1.96171, 7.49969, 3.50432], [3.23205, 8.07998, 0.77762], [2.25864, 9.22773, 1.70380], [0.53997, 7.69362, 1.53001], [2.43234, -7.58072, -5.39081], [2.20140, -6.44903, -4.40948], [1.41286, -6.86896, -3.29012], [1.48087, -7.97289, -5.75001], [3.01740, -7.24275, -6.24618], [2.96764, -8.40340, -4.91216], [1.65170, -5.63681, -4.88395], [3.15552, -6.05158, -4.05035], [1.88504, -7.58295, -2.84999], [-1.29843, 1.73098, 5.95819], [-1.17905, 3.08036, 5.27434], [-2.21715, 3.25453, 4.30495], [-1.24861, 0.92751, 5.22188], [-0.50141, 1.58677, 6.68838], [-2.25712, 1.64342, 6.47388], [-0.23272, 3.15403, 4.73988], [-1.23131, 3.89269, 6.00489], [-3.05576, 3.19635, 4.77242]]
}



{
  "formula": "H3N2O2",
  "method": "the ωB97M-V functional and the def2-TZVPD basis",
  "de_lowest_ev": 0.7985,
  "energy_ha": -261.6034,
  "gap_ev": [7.73, 7.41],
  "charge": -1,
  "elements": ["N", "N", "O", "O", "H", "H", "H"],
  "xyz": [[-1.25718, -0.77908, -1.97107], [-0.02230, -0.74682, 0.00385], [1.23842, 1.42747, 1.81165], [-0.57087, -0.09996, -0.99742], [1.10372, 0.93520, 0.83655], [-0.98957, -1.69325, -1.94621], [0.49779, 0.95643, 2.26265]]
}



{
  "formula": "C20H24F3N2",
  "method": "the ωB97M-V functional and the def2-TZVPD basis",
  "de_lowest_ev": 0.8375,
  "energy_ha": -1185.3554,
  "gap_ev": 6.54,
  "charge": 1,
  "elements": ["C", "N", "C", "C", "C", "C", "C", "C", "C", "F", "F", "F", "C", "C", "H", "H", "H", "H", "H", "H", "H", "H", "H", "H", "H", "C", "C", "C", "C", "C", "C", "C", "C", "N", "C", "C", "H", "H", "H", "H", "H", "H", "H", "H", "H", "H", "H", "H", "H"],
  "xyz": [[3.55453, 2.98713, -2.30962], [2.97304, 2.28857, -1.16380], [3.07927, 0.82797, -1.18759], [2.20441, 2.92630, -0.29163], [1.19364, 2.20410, 0.48534], [1.56066, 1.30823, 1.51000], [0.59797, 0.57201, 2.18603], [-0.74578, 0.72018, 1.84140], [-1.77805, -0.10024, 2.56847], [-3.01225, 0.48662, 2.56613], [-1.92665, -1.34163, 1.98738], [-1.43664, -0.31417, 3.87639], [-1.13776, 1.58461, 0.82459], [-0.17785, 2.34775, 0.17276], [4.25418, 2.30319, -2.80183], [2.77505, 3.27713, -3.03428], [4.08177, 3.89070, -1.98712], [3.75253, 0.56956, -2.00882], [3.49717, 0.44861, -0.24375], [2.10347, 0.35078, -1.36214], [2.08306, 4.00170, -0.48635], [2.61655, 1.18623, 1.76652], [0.88440, -0.11814, 2.97866], [-2.18841, 1.66401, 0.55491], [-0.47510, 3.03678, -0.61758], [3.61704, 7.87354, -1.77111], [4.60794, 6.92376, -2.03177], [4.94062, 5.97516, -1.05877], [4.23814, 5.94473, 0.14873], [4.57352, 4.90527, 1.19832], [5.43244, 5.46579, 2.37425], [4.83261, 4.86501, 3.65486], [3.51868, 4.17522, 3.23725], [3.43778, 4.31629, 1.81139], [3.26976, 6.91176, 0.42716], [2.95708, 7.88041, -0.53641], [3.35628, 8.60913, -2.52995], [5.12773, 6.90724, -2.99185], [5.72063, 5.22363, -1.22802], [5.15148, 4.09784, 0.71265], [6.48561, 5.19363, 2.24600], [5.35875, 6.56025, 2.40360], [5.51621, 4.12609, 4.07893], [4.64974, 5.64700, 4.39641], [3.53870, 3.11127, 3.52630], [2.65911, 4.63704, 3.75176], [2.61856, 4.00045, 1.32579], [2.74864, 6.88614, 1.39020], [2.19333, 8.62631, -0.31507]]
}